Entry 1:
Molecular formula: C12H31N2O9PPt
Method: DFT, ωB97M-V/def2-TZVPD

Results
Orbital gap (spin up / spin down): 8.259 / 7.901 eV
Strongest force on any atom: 0.1007 hartree/bohr
Lowest unoccupied orbital energy (spin up / spin down): -2.22 / -3.49 eV
E: -46879.9003 eV
M: 573.44 g mol⁻¹
2S+1: 4
Charge: +1

Each line ends with the Mulliken spin population.
Atoms and positions in Å:
Pt -0.70 0.71 0.74  1.432
C -2.30 2.07 2.46  -0.032
O -2.69 1.03 1.92  0.511
O -1.14 2.36 2.14  0.266
O -3.16 2.61 3.15  0.303
C -2.06 3.77 -2.01  0.002
C -1.96 2.45 -1.16  0.016
C -2.54 1.07 -1.74  0.013
O -2.24 0.05 -0.63  0.038
C -2.98 -1.13 -0.71  0.000
N -0.65 2.39 -0.58  0.132
H -3.03 3.90 -2.48  0.000
H -1.23 3.75 -2.71  0.001
H -1.84 4.61 -1.35  0.000
H -2.72 2.62 -0.40  -0.009
H -1.97 0.88 -2.64  0.000
H -3.52 1.33 -2.14  0.001
H -3.88 -1.08 -0.10  0.001
H -2.35 -1.98 -0.46  0.007
H -3.20 -1.32 -1.76  0.003
H 0.00 2.72 -1.28  0.006
H -0.60 2.94 0.26  0.014
C 1.31 -1.03 4.21  0.012
C 0.91 -0.20 3.04  -0.009
C 2.03 0.28 2.19  0.014
O 1.45 1.37 1.38  0.069
C 2.35 2.43 1.16  0.009
N -0.10 -0.80 2.14  0.098
H 0.65 -1.35 5.02  0.000
H 2.07 -0.51 4.78  -0.001
H 1.81 -1.93 3.84  0.000
H 0.45 0.61 3.61  -0.003
H 2.43 -0.49 1.52  -0.001
H 2.77 0.60 2.92  -0.002
H 1.67 3.20 0.79  0.002
H 3.09 2.12 0.43  0.002
H 2.77 2.88 2.06  0.001
H 0.34 -1.67 1.89  -0.001
H -0.86 -1.14 2.71  -0.002
C -0.49 -3.92 -0.72  -0.001
O -0.33 -2.97 -1.77  0.005
P 0.76 -1.72 -1.66  0.016
O 0.27 -0.64 -0.69  0.082
O 2.17 -2.47 -1.21  0.000
C 2.69 -3.57 -1.88  0.001
O 1.03 -1.13 -3.16  0.004
C 1.94 -0.05 -3.35  0.000
H -1.51 -4.12 -0.40  0.000
H 0.21 -3.90 0.11  0.000
H -0.21 -4.87 -1.16  0.000
H 2.95 -4.40 -1.22  0.000
H 3.74 -3.34 -2.05  0.000
H 2.12 -3.83 -2.77  0.000
H 2.92 -0.40 -3.70  0.000
H 1.97 0.60 -2.48  0.000
H 1.43 0.58 -4.07  0.000


Entry 2:
Molecular formula: C10H14BN7O2Zn
Method: DFT, ωB97M-V/def2-TZVPD

Results
Orbital gap: 5.554 eV
Strongest force on any atom: 0.1013 hartree/bohr
Lowest unoccupied orbital energy: -1.21 eV
E: -74211.7409 eV
M: 340.47 g mol⁻¹
Charge: 0

Each line ends with the Löwdin charge.
Atoms and positions in Å:
H -0.33 2.65 2.41  0.137
N -0.21 1.59 0.65  0.020
B 0.55 0.63 -1.66  -0.447
N 0.44 1.78 -0.58  0.063
C 0.88 3.05 -0.64  0.003
Zn -1.32 -0.54 1.17  0.717
H 1.26 3.50 -1.55  0.149
C 0.61 3.65 0.59  -0.015
H 0.76 4.68 0.90  0.109
C 0.03 2.69 1.40  -0.038
H 0.99 1.03 -2.71  0.120
C -1.30 -2.44 1.78  -0.204
H -1.46 -2.75 2.85  0.008
H -0.35 -2.49 1.40  -0.101
H -1.94 -3.10 1.20  -0.039
N -0.88 0.00 -1.71  0.019
N 1.55 -0.39 -1.03  -0.057
N -1.63 -0.45 -0.61  -0.088
N 1.17 -0.90 0.18  0.032
C -1.63 -0.09 -2.82  -0.054
C 2.75 -0.89 -1.41  -0.084
H -1.24 0.26 -3.74  0.117
H 3.19 -0.59 -2.34  0.108
C -2.85 -0.66 -2.50  -0.042
C 3.15 -1.80 -0.42  -0.054
C -2.81 -0.90 -1.13  -0.097
C 2.10 -1.78 0.54  -0.130
H -3.66 -0.85 -3.17  0.098
H 4.04 -2.39 -0.37  0.078
H -3.54 -1.38 -0.53  0.106
H 1.95 -2.37 1.43  0.110
H -1.25 1.35 0.92  0.167
O 0.50 0.19 4.90  -0.123
N 0.03 -0.29 3.87  -0.327
O 0.45 0.04 2.72  -0.262


Entry 3:
Molecular formula: C5H8O
Method: DFT, ωB97M-V/def2-TZVPD

Results
Orbital gap: 8.857 eV
Strongest force on any atom: 0.0091 hartree/bohr
Lowest unoccupied orbital energy: 1.21 eV
E: -7355.1052 eV
M: 84.12 g mol⁻¹
Charge: 0

Each line ends with the Löwdin charge.
Atoms and positions in Å:
C 1.13 0.42 1.28  -0.105
C 0.25 -0.80 1.42  -0.116
C -0.20 0.35 0.59  -0.277
C -1.14 -0.39 -0.97  0.024
C -0.90 0.74 -1.86  -0.241
O 0.24 0.61 -1.03  -0.130
H 2.03 0.32 0.68  0.102
H 1.23 1.11 2.12  0.098
H -0.28 -0.99 2.35  0.106
H 0.58 -1.69 0.90  0.107
H -0.99 1.00 0.92  0.136
H -0.75 -1.32 -1.41  0.069
H -0.59 0.55 -2.89  0.117
H -1.45 1.68 -1.73  0.110


Entry 4:
Molecular formula: C5H8N2O
Method: DFT, ωB97M-V/def2-TZVPD

Results
Orbital gap: 8.452 eV
Strongest force on any atom: 0.0686 hartree/bohr
Lowest unoccupied orbital energy: 0.06 eV
E: -10339.0720 eV
M: 112.13 g mol⁻¹
Charge: 0
SMILES: NC/C=C1\C=NOC1

Each line ends with the Löwdin charge.
Atoms and positions in Å:
N -3.15 0.29 -0.45  -0.024
C -2.18 -0.08 0.63  -0.289
C -1.03 -0.76 -0.01  -0.074
C 0.21 -0.23 -0.16  -0.216
C 0.82 1.07 -0.11  -0.085
N 2.14 1.09 0.07  0.062
O 2.56 -0.21 0.16  -0.136
C 1.44 -1.09 -0.18  -0.110
H -2.69 0.89 -1.15  0.068
H -3.89 0.76 0.09  0.067
H -1.84 0.78 1.25  0.111
H -2.76 -0.80 1.28  0.122
H -1.25 -1.76 -0.45  0.130
H 0.38 2.07 -0.16  0.112
H 1.63 -1.56 -1.18  0.137
H 1.48 -1.83 0.61  0.125


Entry 5:
Molecular formula: C48H45IIrN5O5S2
Method: DFT, ωB97M-V/def2-TZVPD

Results
Orbital gap (spin up / spin down): 6.966 / 5.963 eV
Strongest force on any atom: 0.0309 hartree/bohr
Lowest unoccupied orbital energy (spin up / spin down): 2.12 / 1.30 eV
E: -100808.9152 eV
M: 1155.17 g mol⁻¹
2S+1: 2
Charge: -1

Each line ends with the Mulliken spin population.
Atoms and positions in Å:
Ir -0.07 -0.25 0.87  0.192
O 3.74 -0.84 1.90  0.017
C 2.93 -1.40 1.18  -0.025
O 1.64 -1.42 1.40  0.039
C 3.41 -2.18 -0.02  0.035
C 4.77 -2.38 -0.18  0.005
C 5.28 -3.03 -1.29  -0.002
C 4.40 -3.48 -2.27  0.005
C 3.04 -3.29 -2.13  -0.021
C 2.52 -2.64 -1.00  0.014
S 0.80 -2.42 -0.89  0.723
H 5.42 -2.01 0.61  0.000
H 6.35 -3.17 -1.40  0.000
H 4.78 -3.98 -3.15  0.000
H 2.35 -3.63 -2.90  -0.005
C 4.09 3.30 0.31  -0.001
C 3.46 4.48 -0.41  0.000
C 4.14 5.70 -0.39  -0.001
C 3.67 6.82 -1.07  0.000
C 2.50 6.73 -1.80  0.000
C 1.80 5.54 -1.82  0.001
C 2.26 4.41 -1.13  0.000
N 1.50 3.23 -1.28  0.001
C 1.14 2.36 -0.27  -0.001
N 1.25 2.88 0.96  0.004
C 1.04 2.24 2.20  0.010
C 0.64 0.92 2.30  -0.012
C 0.46 0.43 3.61  0.005
C 0.63 1.20 4.73  -0.007
C 1.02 2.53 4.59  0.016
C 1.24 3.06 3.33  -0.006
C 1.66 4.50 3.18  -0.001
N 0.74 1.14 -0.52  -0.003
C 0.77 0.81 -1.93  0.021
C -0.40 0.92 -2.66  -0.006
C -0.45 0.49 -3.98  0.001
C 0.70 -0.01 -4.58  -0.001
C 1.89 -0.02 -3.87  0.002
C 1.96 0.40 -2.55  -0.011
C 3.28 0.48 -1.85  -0.003
H 5.17 3.38 0.25  0.000
H 3.79 2.35 -0.12  0.001
H 3.81 3.27 1.37  0.000
H 5.07 5.76 0.15  0.000
H 4.24 7.74 -1.04  0.000
H 2.12 7.59 -2.34  0.000
H 0.87 5.46 -2.38  0.000
H 1.04 3.08 -2.16  0.000
H 1.48 3.86 1.00  0.000
H 0.16 -0.61 3.73  -0.003
H 0.47 0.79 5.72  0.000
H 1.16 3.17 5.46  0.001
H 1.78 4.96 4.16  0.000
H 0.93 5.09 2.62  0.000
H 2.62 4.60 2.66  0.000
H -1.28 1.30 -2.18  0.002
H -1.39 0.52 -4.52  0.000
H 0.67 -0.38 -5.60  0.000
H 2.80 -0.37 -4.35  0.000
H 3.99 -0.24 -2.27  0.000
H 3.19 0.30 -0.78  0.002
H 3.71 1.48 -1.99  0.000
C 0.24 -5.50 1.64  -0.002
C -1.18 -5.06 1.98  0.000
N -1.87 -4.39 0.87  0.001
C -2.52 -5.25 -0.12  -0.001
C -1.66 -5.51 -1.35  0.000
C -1.84 -3.05 0.67  -0.004
S -1.07 -2.11 1.90  0.007
N -2.50 -2.65 -0.42  -0.006
C -2.38 -1.45 -0.99  0.021
O -1.53 -0.56 -0.76  -0.004
C -3.33 -1.20 -2.13  -0.010
C -3.74 -2.26 -2.93  0.004
C -4.50 -2.02 -4.07  -0.001
C -4.87 -0.73 -4.40  0.001
C -4.47 0.33 -3.59  -0.002
C -3.70 0.10 -2.46  0.000
H 0.74 -5.85 2.55  0.000
H 0.80 -4.65 1.25  0.003
H 0.26 -6.30 0.90  0.000
H -1.16 -4.39 2.82  0.000
H -1.80 -5.92 2.25  0.000
H -3.45 -4.77 -0.43  0.000
H -2.77 -6.18 0.38  0.000
H -1.34 -4.56 -1.79  0.003
H -2.23 -6.07 -2.10  0.000
H -0.76 -6.08 -1.11  -0.003
H -3.43 -3.26 -2.66  0.000
H -4.80 -2.85 -4.69  0.000
H -5.47 -0.54 -5.28  0.000
H -4.76 1.34 -3.85  0.000
H -3.42 0.90 -1.79  0.002
I -7.11 0.35 6.31  0.000
C -5.77 0.50 4.71  0.000
C -4.42 0.25 4.93  0.001
C -3.54 0.36 3.87  -0.001
C -3.99 0.71 2.61  0.002
C -5.34 0.95 2.41  -0.001
C -6.24 0.85 3.46  0.000
C -3.03 0.85 1.44  0.004
O -3.47 1.22 0.35  0.002
O -1.82 0.59 1.76  -0.003
H -4.07 -0.02 5.92  0.000
H -2.48 0.17 4.01  -0.002
H -5.67 1.22 1.41  0.000
H -7.30 1.03 3.30  0.000


Q: Which of these has the lowest M?
A: C5H8O